9 unconnected molecules or ions with the total composition C41H76F15N3O11, computed with wB97M-V/def2-TZVPD.

Each atom is followed by the atoms it is bonded to, with distances in Å.
Cartesian coordinates (Å):
1 C -5.98 -1.66 -6.34  C2 1.516, H10 1.091, H11 1.087, H12 1.092
2 C -6.04 -0.88 -5.04  C1 1.516, O3 1.436, H13 1.091, H14 1.089
3 O -5.55 0.45 -5.30  C2 1.436, C4 1.319
4 C -5.72 1.34 -4.34  O3 1.319, O5 1.195, C6 1.555
5 O -6.26 1.15 -3.29  C4 1.195
6 C -5.05 2.70 -4.70  C4 1.555, F7 1.343, F8 1.333, F9 1.347
7 F -5.98 3.64 -4.92  C6 1.343
8 F -4.21 3.11 -3.74  C6 1.333
9 F -4.36 2.57 -5.85  C6 1.347
10 H -6.62 -1.13 -7.05  C1 1.091
11 H -6.27 -2.70 -6.25  C1 1.087
12 H -4.98 -1.67 -6.78  C1 1.092
13 H -5.41 -1.30 -4.26  C2 1.091
14 H -7.08 -0.82 -4.71  C2 1.089
15 C 3.03 -0.63 1.87  C16 1.540, H24 1.088, H25 1.093, H26 1.085
16 C 4.50 -0.86 2.29  C15 1.540, O17 1.428, H27 1.089, H28 1.086
17 O 4.94 -2.17 1.91  C16 1.428, C18 1.335
18 C 4.69 -3.10 2.83  O17 1.335, O19 1.185, C20 1.524
19 O 4.10 -2.92 3.85  C18 1.185
20 C 5.33 -4.44 2.48  C18 1.524, F21 1.357, F22 1.327, F23 1.318
21 F 6.25 -4.68 3.45  C20 1.357
22 F 4.44 -5.42 2.57  C20 1.327
23 F 6.00 -4.44 1.34  C20 1.318
24 H 2.49 0.04 2.53  C15 1.088
25 H 2.49 -1.57 1.92  C15 1.093
26 H 2.96 -0.27 0.85  C15 1.085
27 H 4.53 -0.70 3.36  C16 1.089
28 H 5.15 -0.11 1.84  C16 1.086
29 C -7.39 4.20 -1.89  C30 1.482, H38 1.092, H39 1.089, H40 1.091
30 C -6.10 4.78 -1.45  C29 1.482, O31 1.442, H41 1.091, H42 1.089
31 O -5.77 4.39 -0.10  C30 1.442, C32 1.304
32 C -4.73 4.91 0.49  O31 1.304, O33 1.200, C34 1.567
33 O -3.95 5.67 -0.01  C32 1.200
34 C -4.38 4.26 1.87  C32 1.567, F35 1.331, F36 1.328, F37 1.317
35 F -4.56 5.15 2.84  C34 1.331
36 F -5.16 3.20 2.06  C34 1.328
37 F -3.11 3.90 1.88  C34 1.317
38 H -7.32 3.12 -2.05  C29 1.092
39 H -7.67 4.65 -2.84  C29 1.089
40 H -8.18 4.30 -1.14  C29 1.091
41 H -6.14 5.87 -1.49  C30 1.091
42 H -5.28 4.41 -2.07  C30 1.089
43 C -0.41 0.59 -6.07  C44 1.519, H52 1.089, H53 1.092, H54 1.089
44 C -1.90 0.49 -5.81  C43 1.519, O45 1.424, H55 1.094, H56 1.088
45 O -2.32 -0.17 -4.62  C44 1.424, C46 1.351
46 C -2.12 -1.51 -4.54  O45 1.351, O47 1.187, C48 1.567
47 O -1.50 -2.12 -5.34  C46 1.187
48 C -2.47 -2.08 -3.13  C46 1.567, F49 1.346, F50 1.323, F51 1.331
49 F -3.39 -3.05 -3.30  C48 1.346
50 F -1.36 -2.54 -2.56  C48 1.323
51 F -3.06 -1.19 -2.34  C48 1.331
52 H -0.03 -0.42 -6.23  C43 1.089
53 H 0.13 1.04 -5.24  C43 1.092
54 H -0.20 1.23 -6.93  C43 1.089
55 H -2.38 0.02 -6.67  C44 1.094
56 H -2.34 1.48 -5.86  C44 1.088
57 C 0.96 3.01 5.47  C58 1.502, H66 1.094, H67 1.091, H68 1.089
58 C 1.26 2.81 4.01  C57 1.502, O59 1.422, H69 1.091, H70 1.094
59 O 2.30 3.69 3.57  C58 1.422, C60 1.315
60 C 3.58 3.41 3.49  O59 1.315, O61 1.191, C62 1.580
61 O 4.09 2.35 3.70  C60 1.191
62 C 4.38 4.69 3.05  C60 1.580, F63 1.330, F64 1.313, F65 1.346
63 F 4.33 5.63 3.99  C62 1.330
64 F 5.61 4.36 2.72  C62 1.313
65 F 3.77 5.21 1.97  C62 1.346
66 H 1.69 2.45 6.06  C57 1.094
67 H 0.02 2.59 5.82  C57 1.091
68 H 1.02 4.05 5.81  C57 1.089
69 H 0.41 2.98 3.35  C58 1.091
70 H 1.56 1.79 3.77  C58 1.094
71 C -0.18 -5.38 -1.75  C72 1.520, H78 1.092, H79 1.090, H80 1.091
72 C 1.10 -4.56 -1.75  C71 1.520, N73 1.465, H81 1.101, H82 1.093
73 N 1.80 -4.57 -0.46  C72 1.465, C74 1.439, C76 1.461
74 C 2.83 -3.59 -0.31  N73 1.439, C75 1.547, H83 1.090, H84 1.096
75 C 4.06 -3.80 -1.23  C74 1.547, H85 1.086, H86 1.093, H87 1.097
76 C 2.13 -5.89 0.08  N73 1.461, C77 1.538, H88 1.096, H89 1.088
77 C 1.59 -5.97 1.52  C76 1.538, H90 1.090, H91 1.088, H92 1.093
78 H -0.80 -5.12 -2.61  C71 1.092
79 H -0.71 -5.21 -0.82  C71 1.090
80 H -0.03 -6.45 -1.91  C71 1.091
81 H 1.80 -4.90 -2.53  C72 1.101
82 H 0.89 -3.51 -1.95  C72 1.093
83 H 2.51 -2.55 -0.43  C74 1.090
84 H 3.12 -3.69 0.74  C74 1.096
85 H 4.42 -4.82 -1.32  C75 1.086
86 H 3.89 -3.28 -2.18  C75 1.093
87 H 4.90 -3.20 -0.85  C75 1.097
88 H 3.22 -6.02 0.12  C76 1.096
89 H 1.70 -6.70 -0.50  C76 1.088
90 H 0.51 -6.14 1.45  C77 1.090
91 H 1.77 -5.05 2.07  C77 1.088
92 H 2.05 -6.81 2.05  C77 1.093
93 C -1.70 -0.89 4.58  C94 1.534, H100 1.091, H101 1.098, H102 1.090
94 C -0.84 -0.91 5.85  C93 1.534, N95 1.460, H103 1.091, H104 1.098
95 N 0.61 -0.88 5.70  C94 1.460, C96 1.444, C98 1.469
96 C 1.36 -1.03 6.92  N95 1.444, C97 1.517, H105 1.102, H106 1.092
97 C 1.44 0.22 7.78  C96 1.517, H107 1.093, H108 1.090, H109 1.093
98 C 1.10 -1.78 4.64  N95 1.469, C99 1.537, H110 1.086, H111 1.090
99 C 0.76 -3.26 4.90  C98 1.537, H112 1.095, H113 1.099, H114 1.090
100 H -1.80 -1.86 4.10  C93 1.091
101 H -1.30 -0.25 3.78  C93 1.098
102 H -2.68 -0.42 4.69  C93 1.090
103 H -1.23 -0.06 6.42  C94 1.091
104 H -1.07 -1.82 6.41  C94 1.098
105 H 1.05 -1.87 7.56  C96 1.102
106 H 2.41 -1.21 6.66  C96 1.092
107 H 1.82 1.06 7.19  C97 1.093
108 H 0.50 0.52 8.25  C97 1.090
109 H 2.23 0.05 8.51  C97 1.093
110 H 2.19 -1.77 4.62  C98 1.086
111 H 0.57 -1.45 3.75  C98 1.090
112 H 1.56 -3.95 4.64  C99 1.095
113 H 0.00 -3.69 4.23  C99 1.099
114 H 0.39 -3.48 5.90  C99 1.090
115 C 0.26 3.35 -2.75  C116 1.514, H122 1.091, H123 1.091, H124 1.095
116 C -0.82 2.57 -2.03  C115 1.514, N117 1.453, H125 1.093, H126 1.101
117 N -0.28 1.43 -1.31  C116 1.453, C118 1.450, C120 1.447
118 C -1.17 0.90 -0.29  N117 1.450, C119 1.533, H127 1.103, H128 1.091
119 C -1.01 1.58 1.08  C118 1.533, H129 1.091, H130 1.095, H131 1.089
120 C 0.27 0.34 -2.09  N117 1.447, C121 1.535, H132 1.096, H133 1.092
121 C 1.22 -0.48 -1.22  C120 1.535, H134 1.090, H135 1.094, H136 1.089
122 H 0.51 2.93 -3.72  C115 1.091
123 H 1.16 3.57 -2.16  C115 1.091
124 H -0.12 4.36 -2.95  C115 1.095
125 H -1.29 3.21 -1.28  C116 1.093
126 H -1.63 2.40 -2.75  C116 1.101
127 H -2.22 1.05 -0.57  C118 1.103
128 H -1.16 -0.17 -0.07  C118 1.091
129 H -1.53 1.04 1.88  C119 1.091
130 H 0.04 1.56 1.39  C119 1.095
131 H -1.27 2.63 1.02  C119 1.089
132 H 0.92 0.80 -2.85  C120 1.096
133 H -0.45 -0.29 -2.62  C120 1.092
134 H 1.96 0.20 -0.78  C121 1.090
135 H 1.87 -1.17 -1.76  C121 1.094
136 H 0.75 -1.05 -0.42  C121 1.089
137 C 4.57 1.72 -2.83  C138 1.514, H141 1.090, H142 1.085, H143 1.094
138 C 4.04 3.13 -2.73  C137 1.514, C139 1.513, O140 1.209
139 C 3.54 3.70 -4.04  C138 1.513, H144 1.090, H145 1.091, H146 1.088
140 O 4.24 3.74 -1.71  C138 1.209
141 H 4.12 1.21 -3.68  C137 1.090
142 H 4.49 1.17 -1.90  C137 1.085
143 H 5.63 1.88 -3.07  C137 1.094
144 H 3.13 4.71 -3.96  C139 1.090
145 H 2.66 3.11 -4.32  C139 1.091
146 H 4.34 3.67 -4.77  C139 1.088

- Structure (SMILES): CCOC(=O)C(F)(F)F.CCOC(=O)C(F)(F)F.CCOC(=O)C(F)(F)F.CCOC(=O)C(F)(F)F.CCOC(=O)C(F)(F)F.CCN(CC)CC.CCN(CC)CC.CCN(CC)CC.CC(C)=O
- Spin multiplicity: 1
- Net charge: 0
- HOMO level: -7.9 eV
- LUMO level: 0.38 eV
- Energy relative to the best compared isomer or geometry (same formula, charge and spin): 0.00 kcal/mol